No. 1
# C3H8S

The molecule C3H8S in a non-equilibrium geometry (ωB97M-V with the def2-TZVPD basis set, the Open Molecules 2025 dataset).

Positions of all 12 atoms, in Å:
S: -2.701 -0.206 -0.028
C: 1.442 -0.319 -0.006
C: -0.018 -0.568 0.324
C: -0.971 0.449 -0.265
H: -2.991 0.969 0.705
H: -0.385 -0.699 1.362
H: -0.530 0.396 -1.317
H: 2.098 -1.074 0.365
H: 1.424 -0.335 -1.063
H: 1.853 0.681 0.205
H: -1.047 1.400 0.268
H: -0.372 -1.547 -0.250

Properties
HOMO energy = -9.07 eV
LUMO energy = 0.92 eV
SMILES = CCCS
total energy = -517.2445 a.u.
Kohn-Sham gap = 10.0 eV
energy above the lowest of the compared OMol25 structures with the same formula, charge and spin = 22.6 kcal per mole

---

No. 2
# C32H81N4O9

A cluster of 13 separate species, C32H81N4O9 in total in a non-equilibrium geometry (ωB97M-V with the def2-TZVPD basis set, the Open Molecules 2025 dataset).

Positions of all 126 atoms, in Å:
O: -107.540 39.176 -29.816
O: -102.079 42.109 -34.018
O: -104.653 41.829 -34.651
O: -100.910 39.996 -37.446
O: -113.012 40.376 -33.577
O: -99.356 38.354 -38.977
O: -100.042 40.215 -34.833
O: -105.887 35.171 -32.197
O: -97.982 36.162 -35.008
N: -106.214 38.346 -38.126
N: -100.190 35.232 -39.502
N: -103.383 37.291 -34.916
N: -104.296 34.563 -38.301
C: -105.340 33.083 -31.187
C: -102.517 38.168 -34.093
C: -98.105 38.781 -39.353
C: -107.418 39.945 -31.079
C: -106.860 35.020 -37.900
C: -98.263 40.261 -39.377
C: -105.221 42.842 -35.309
C: -103.155 37.557 -36.372
C: -101.497 33.043 -40.120
C: -101.919 36.837 -36.777
C: -106.224 42.096 -36.402
C: -98.431 40.333 -33.149
C: -102.031 41.367 -31.858
C: -105.419 38.849 -34.622
C: -108.574 38.877 -39.141
C: -111.836 41.017 -33.176
C: -107.230 38.498 -38.573
C: -97.023 36.673 -35.955
C: -101.280 41.214 -37.963
C: -101.832 35.616 -35.900
C: -102.843 41.421 -37.858
C: -98.773 40.400 -34.626
C: -101.979 42.522 -32.732
C: -106.851 38.874 -34.456
C: -96.983 35.594 -37.150
C: -107.586 41.366 -30.554
C: -100.821 34.297 -39.749
C: -104.782 34.411 -31.848
C: -102.963 35.776 -34.897
C: -110.736 40.546 -34.058
C: -104.832 37.449 -34.519
C: -105.448 34.823 -38.157
H: -101.134 43.157 -32.608
H: -96.525 35.875 -37.877
H: -111.445 40.651 -32.181
H: -105.763 33.286 -30.346
H: -103.046 42.354 -38.228
H: -109.726 40.682 -33.461
H: -101.135 37.492 -36.668
H: -105.865 43.456 -34.678
H: -97.998 35.243 -37.286
H: -103.928 42.278 -34.204
H: -105.197 39.431 -35.643
H: -106.393 39.649 -31.673
H: -101.704 41.704 -30.775
H: -100.211 40.371 -35.650
H: -108.728 39.988 -39.328
H: -104.091 34.871 -31.296
H: -100.845 42.083 -37.487
H: -100.832 35.686 -35.544
H: -105.848 41.119 -36.694
H: -106.925 35.679 -37.067
H: -97.840 36.686 -34.261
H: -103.735 35.141 -34.947
H: -97.428 38.452 -38.620
H: -100.694 32.656 -40.794
H: -104.827 39.414 -34.056
H: -97.305 40.749 -39.683
H: -102.902 40.963 -31.940
H: -107.387 39.889 -34.099
H: -104.907 37.378 -33.519
H: -102.319 33.252 -40.751
H: -103.381 40.533 -38.313
H: -100.292 39.549 -38.123
H: -101.104 41.463 -38.997
H: -98.619 40.527 -38.362
H: -101.672 32.461 -39.160
H: -110.668 41.145 -34.859
H: -104.390 32.586 -30.817
H: -104.291 33.984 -32.748
H: -101.390 41.477 -34.091
H: -102.675 38.009 -33.253
H: -101.750 34.690 -36.337
H: -99.455 37.424 -38.982
H: -108.761 38.593 -40.064
H: -102.832 43.234 -32.344
H: -99.012 41.245 -32.648
H: -107.286 38.434 -35.381
H: -107.062 38.453 -33.472
H: -101.770 36.448 -37.754
H: -98.173 39.767 -35.267
H: -107.128 41.963 -31.389
H: -101.472 38.015 -34.305
H: -109.366 38.749 -38.429
H: -104.492 43.660 -35.875
H: -96.555 34.581 -36.843
H: -110.724 39.586 -34.355
H: -105.839 32.388 -31.809
H: -108.751 41.639 -30.382
H: -112.099 42.024 -33.382
H: -102.967 41.567 -36.838
H: -106.867 41.658 -29.630
H: -106.932 38.416 -29.970
H: -107.251 34.063 -37.638
H: -108.154 39.576 -31.888
H: -106.410 42.660 -37.278
H: -98.516 39.492 -32.658
H: -106.319 34.420 -32.739
H: -102.675 35.454 -33.837
H: -96.084 36.907 -35.265
H: -107.471 35.357 -38.654
H: -103.125 38.762 -36.725
H: -105.301 36.611 -35.066
H: -97.927 38.459 -40.294
H: -97.517 37.329 -36.222
H: -113.562 40.198 -32.895
H: -103.832 37.139 -36.966
H: -101.304 40.493 -31.923
H: -98.492 41.396 -35.066
H: -107.182 41.751 -35.864
H: -97.333 40.348 -33.055
H: -99.058 40.472 -39.929
H: -102.710 39.317 -34.045

Properties
HOMO energy = -11.70 eV
LUMO energy = -1.85 eV
total energy = -2163.1021 a.u.
Kohn-Sham gap = 9.9 eV
energy above the lowest of the compared OMol25 structures with the same formula, charge and spin = 0.0 kcal per mole
charge = +1

---

No. 3
# C22H27N3O5S

The molecule C22H27N3O5S in a non-equilibrium geometry (ωB97M-V with the def2-TZVPD basis set, the Open Molecules 2025 dataset).

Positions of all 58 atoms, in Å:
S: -1.276 -0.443 -0.429
O: 0.497 1.174 5.174
O: -0.217 3.992 3.296
O: -0.919 0.121 -1.708
O: 1.653 -1.684 -4.406
O: -0.559 -1.614 -0.005
N: 2.000 0.595 3.606
N: 2.483 -0.928 -1.728
N: -2.922 -0.752 -0.358
C: -1.488 2.133 0.510
C: -3.325 -2.142 -0.220
C: -3.850 -2.528 -1.601
C: 2.338 0.259 2.272
C: 2.503 -0.510 -0.423
C: 2.396 0.839 -0.062
C: 2.589 -1.066 1.932
C: 0.809 1.118 4.001
C: 2.686 -1.441 0.611
C: 1.976 -2.253 -2.048
C: -3.738 -0.131 -1.396
C: -1.082 0.839 0.791
C: 2.356 0.034 -2.805
C: 1.023 -2.175 -3.238
C: -0.479 2.876 2.590
C: -4.583 -1.253 -2.021
C: 0.600 3.975 4.447
C: -0.419 0.557 1.960
C: -0.066 1.564 2.860
C: -1.218 3.127 1.419
C: 2.608 -0.680 -4.130
C: 2.318 1.213 1.262
H: -2.468 -2.726 0.107
H: 1.412 -2.645 -1.198
H: 2.676 -1.811 2.710
H: 2.880 -2.475 0.377
H: -4.119 -2.202 0.532
H: 0.653 -3.171 -3.492
H: 1.598 3.587 4.220
H: -4.499 -3.401 -1.577
H: 2.522 0.135 4.343
H: 3.116 0.810 -2.682
H: -3.011 -2.721 -2.270
H: 0.172 -1.537 -2.965
H: 2.192 2.256 1.513
H: -5.587 -1.246 -1.596
H: 2.321 1.605 -0.815
H: 1.361 0.502 -2.812
H: 2.567 0.033 -4.959
H: -4.660 -1.148 -3.101
H: -1.522 4.146 1.241
H: 2.809 -2.930 -2.282
H: -1.991 2.346 -0.419
H: -0.137 -0.467 2.147
H: -3.070 0.328 -2.129
H: -4.361 0.648 -0.948
H: 3.613 -1.129 -4.106
H: 0.160 3.381 5.250
H: 0.679 5.017 4.756

Properties
HOMO energy = -7.40 eV
LUMO energy = 0.64 eV
SMILES = COc1ccc(S(=O)(=O)N2CCCC2)cc1C(=O)Nc1ccc(N2CCOCC2)cc1
total energy = -1793.1538 a.u.
Kohn-Sham gap = 8.0 eV
energy above the lowest of the compared OMol25 structures with the same formula, charge and spin = 70.8 kcal per mole

---

No. 4
# C25H45ClIrP2

A structure of composition C25H45ClIrP2 in a non-equilibrium geometry (ωB97M-V with the def2-TZVPD basis set, the Open Molecules 2025 dataset).

Positions of all 74 atoms, in Å:
Ir: -1.396 -0.572 1.402
Cl: 1.044 -0.432 3.731
P: 0.041 0.962 0.510
P: 0.209 -2.137 0.903
C: 3.709 1.652 -4.617
C: 0.354 2.359 1.621
C: -3.497 0.376 1.092
C: -3.375 -0.723 0.158
C: -3.279 -3.325 0.373
C: -0.689 -0.247 3.279
C: -3.308 -1.597 2.313
C: 1.648 0.136 0.071
C: 3.320 0.417 -3.851
C: -3.330 -2.586 3.432
C: 0.002 -2.835 -0.760
C: 0.361 -3.505 2.058
C: -3.270 -1.936 0.920
C: 3.954 3.031 -1.911
C: -3.495 -0.169 2.415
C: -3.759 1.809 0.761
C: 1.816 -1.213 0.776
C: -3.764 0.612 3.659
C: 2.945 2.936 -4.242
C: 4.880 0.632 -1.854
C: 5.141 2.128 -2.114
C: -0.592 1.663 -1.040
C: 3.004 3.357 -2.798
C: 3.793 -0.009 -2.669
C: -3.471 -0.642 -1.327
H: 3.919 3.507 -0.922
H: 2.176 -1.060 1.812
H: 0.211 2.209 -1.557
H: 2.239 4.084 -2.503
H: -2.876 -3.539 3.130
H: -3.227 0.364 -1.684
H: -0.523 -4.157 1.980
H: -2.919 -3.341 -0.661
H: 4.786 1.851 -4.580
H: -0.608 2.837 1.869
H: 3.480 1.450 -5.676
H: 2.458 0.833 0.358
H: -4.832 0.538 3.917
H: -2.663 -4.000 0.980
H: 0.456 -3.156 3.093
H: 1.691 0.027 -1.031
H: 3.334 3.756 -4.871
H: -4.492 -0.879 -1.669
H: 5.908 2.444 -1.387
H: 0.987 3.104 1.121
H: 5.600 2.246 -3.101
H: -0.952 0.766 3.601
H: -2.798 -2.224 4.321
H: -3.212 2.477 1.439
H: -3.525 1.674 3.526
H: -0.970 0.862 -1.693
H: -1.186 -0.917 3.979
H: 1.890 2.819 -4.536
H: -1.412 2.358 -0.810
H: 2.537 -1.863 0.252
H: -4.372 -2.787 3.728
H: -4.830 2.038 0.870
H: -3.469 2.032 -0.270
H: 3.434 -0.971 -2.284
H: -0.331 -2.063 -1.470
H: -0.743 -3.642 -0.728
H: -2.796 -1.370 -1.798
H: 0.832 2.025 2.550
H: 2.588 -0.216 -4.368
H: -4.302 -3.734 0.374
H: 0.971 -3.241 -1.084
H: 4.656 0.487 -0.784
H: 5.825 0.089 -2.032
H: -3.189 0.236 4.516
H: 1.251 -4.094 1.793

Properties
HOMO energy (spin up / spin down) = -7.04 / -11.04 eV
LUMO energy (spin up / spin down) = -1.94 / -5.13 eV
2S+1 = 5
total energy = -2226.3819 a.u.
Kohn-Sham gap (spin up / spin down) = 5.1 / 5.9 eV
energy above the lowest of the compared OMol25 structures with the same formula, charge and spin = 0.0 kcal per mole
expectation value of S² = 6.01
charge = +1

---

No. 5
# CH4BrO3P

A cluster of 2 separate species, CH4BrO3P in total in a non-equilibrium geometry (ωB97M-V with the def2-TZVPD basis set, the Open Molecules 2025 dataset).

Positions of all 10 atoms, in Å:
Br: -2.156 -1.256 -0.360
P: 1.143 -1.176 0.311
O: -0.329 0.678 0.413
O: 1.455 -1.353 -1.070
O: 2.174 -0.102 0.987
C: -1.437 0.623 -0.352
H: -2.371 1.191 -0.345
H: 2.894 0.152 0.487
H: -1.084 0.514 -1.426
H: -0.289 0.729 1.355

Properties
HOMO energy = -9.77 eV
LUMO energy = 0.46 eV
SMILES = O=PO.OCBr
total energy = -3181.5912 a.u.
Kohn-Sham gap = 10.2 eV
energy above the lowest of the compared OMol25 structures with the same formula, charge and spin = 28.6 kcal per mole

---

What did the fourth record say?
# C25H45ClIrP2

A structure of composition C25H45ClIrP2 in a non-equilibrium geometry (ωB97M-V with the def2-TZVPD basis set, the Open Molecules 2025 dataset).

Positions of all 74 atoms, in Å:
Ir: -1.396 -0.572 1.402
Cl: 1.044 -0.432 3.731
P: 0.041 0.962 0.510
P: 0.209 -2.137 0.903
C: 3.709 1.652 -4.617
C: 0.354 2.359 1.621
C: -3.497 0.376 1.092
C: -3.375 -0.723 0.158
C: -3.279 -3.325 0.373
C: -0.689 -0.247 3.279
C: -3.308 -1.597 2.313
C: 1.648 0.136 0.071
C: 3.320 0.417 -3.851
C: -3.330 -2.586 3.432
C: 0.002 -2.835 -0.760
C: 0.361 -3.505 2.058
C: -3.270 -1.936 0.920
C: 3.954 3.031 -1.911
C: -3.495 -0.169 2.415
C: -3.759 1.809 0.761
C: 1.816 -1.213 0.776
C: -3.764 0.612 3.659
C: 2.945 2.936 -4.242
C: 4.880 0.632 -1.854
C: 5.141 2.128 -2.114
C: -0.592 1.663 -1.040
C: 3.004 3.357 -2.798
C: 3.793 -0.009 -2.669
C: -3.471 -0.642 -1.327
H: 3.919 3.507 -0.922
H: 2.176 -1.060 1.812
H: 0.211 2.209 -1.557
H: 2.239 4.084 -2.503
H: -2.876 -3.539 3.130
H: -3.227 0.364 -1.684
H: -0.523 -4.157 1.980
H: -2.919 -3.341 -0.661
H: 4.786 1.851 -4.580
H: -0.608 2.837 1.869
H: 3.480 1.450 -5.676
H: 2.458 0.833 0.358
H: -4.832 0.538 3.917
H: -2.663 -4.000 0.980
H: 0.456 -3.156 3.093
H: 1.691 0.027 -1.031
H: 3.334 3.756 -4.871
H: -4.492 -0.879 -1.669
H: 5.908 2.444 -1.387
H: 0.987 3.104 1.121
H: 5.600 2.246 -3.101
H: -0.952 0.766 3.601
H: -2.798 -2.224 4.321
H: -3.212 2.477 1.439
H: -3.525 1.674 3.526
H: -0.970 0.862 -1.693
H: -1.186 -0.917 3.979
H: 1.890 2.819 -4.536
H: -1.412 2.358 -0.810
H: 2.537 -1.863 0.252
H: -4.372 -2.787 3.728
H: -4.830 2.038 0.870
H: -3.469 2.032 -0.270
H: 3.434 -0.971 -2.284
H: -0.331 -2.063 -1.470
H: -0.743 -3.642 -0.728
H: -2.796 -1.370 -1.798
H: 0.832 2.025 2.550
H: 2.588 -0.216 -4.368
H: -4.302 -3.734 0.374
H: 0.971 -3.241 -1.084
H: 4.656 0.487 -0.784
H: 5.825 0.089 -2.032
H: -3.189 0.236 4.516
H: 1.251 -4.094 1.793

Properties
HOMO energy (spin up / spin down) = -7.04 / -11.04 eV
LUMO energy (spin up / spin down) = -1.94 / -5.13 eV
2S+1 = 5
total energy = -2226.3819 a.u.
Kohn-Sham gap (spin up / spin down) = 5.1 / 5.9 eV
energy above the lowest of the compared OMol25 structures with the same formula, charge and spin = 0.0 kcal per mole
expectation value of S² = 6.01
charge = +1